Record 1
C19H17N3O2S in the gas phase, computed with ωB97M-V/def2-TZVPD.

Maximum force in eV/Å: 1.360
Gap between HOMO and LUMO in eV: 8.233
Energy above the lowest of the compared OMol25 structures with the same formula, charge and spin in kcal per mole: 13.4
SMILES: CCOC(=O)CSc1nnc(-c2ccccc2)c(-c2ccccc2)n1

Each line ends with the Löwdin charge.
Geometry (Å):
1 H 1.5039 1.3787 3.3773  0.081
2 C -0.4733 1.2609 -1.0220  -0.175
3 C 0.2301 -2.3683 -0.4560  -0.017
4 C -2.3748 -2.7229 -1.3341  -0.069
5 C -1.7619 1.4838 -0.3767  -0.190
6 C -1.6798 -3.7831 -0.7731  -0.080
7 C -3.3534 0.9713 1.3520  -0.074
8 H 3.3633 -0.2319 2.9124  0.122
9 C -0.4715 -1.2950 -1.0034  -0.173
10 N 1.3400 2.2596 -2.0115  0.032
11 N 0.1183 2.2937 -1.6030  0.099
12 S 3.7784 1.2599 -1.8292  1.010
13 C -0.3770 -3.6035 -0.3363  -0.072
14 O 4.8700 0.4900 1.2258  0.111
15 N 1.4837 0.0181 -1.3670  0.146
16 H -3.6372 0.3902 2.2169  0.104
17 C 4.2375 -0.2869 -0.9633  -0.330
18 H 5.2846 -0.4589 -1.2006  0.089
19 H -4.4885 3.4720 -0.6152  0.104
20 H -2.3176 -0.6605 -1.8987  0.123
21 C 2.0427 1.1689 -1.6973  -0.654
22 O 2.8648 -0.4781 0.9265  -0.047
23 C 1.8341 1.1939 2.3593  -0.042
24 H 2.5530 1.9605 2.0788  0.085
25 C 0.1874 0.0020 -1.1094  -0.153
26 C 4.0590 -0.0428 0.5195  -0.582
27 H 3.5891 -1.0817 -1.3248  0.078
28 H -2.1527 -4.7494 -0.6806  0.103
29 H 0.9752 1.2573 1.6940  0.062
30 H 0.1669 -4.4302 0.0964  0.104
31 H 1.7711 -0.9685 2.5445  0.122
32 H -1.4719 -0.0188 1.1319  0.116
33 H -3.3859 -2.8650 -1.6856  0.106
34 C -2.6133 2.4802 -0.8522  -0.025
35 H 1.2416 -2.2072 -0.1156  0.102
36 C 2.4779 -0.1823 2.2707  -0.201
37 C -2.1378 0.7364 0.7391  -0.040
38 C -1.7795 -1.4817 -1.4483  -0.025
39 C -4.2049 1.9486 0.8621  -0.085
40 H -2.3049 3.0622 -1.7067  0.110
41 C -3.8298 2.7043 -0.2374  -0.076
42 H -5.1569 2.1241 1.3406  0.101

***

Record 2
C19H17N3O6 in the gas phase, computed with ωB97M-V/def2-TZVPD.

Maximum force in eV/Å: 1.281
Gap between HOMO and LUMO in eV: 8.869
Energy above the lowest of the compared OMol25 structures with the same formula, charge and spin in kcal per mole: 14.6
SMILES: COc1ccc(-c2noc(CNC(=O)c3ccc4c(c3)OCO4)n2)cc1OC

Each line ends with the Löwdin charge.
Geometry (Å):
1 C 1.5840 2.2898 0.5738  -0.074
2 H -8.8543 0.4332 -0.0266  0.096
3 H -7.6865 1.5756 -0.7346  0.098
4 H 1.4163 2.8646 1.4930  0.140
5 C 0.4380 1.3633 0.3753  -0.308
6 C -3.6956 1.3611 0.2460  -0.026
7 C -6.4919 -2.8369 -0.6509  -0.075
8 C -7.8474 0.8395 0.0592  -0.079
9 N -0.8234 1.6479 0.3862  0.208
10 C 7.2125 -0.7012 -0.1845  -0.199
11 C 6.2183 1.3952 -0.5926  -0.013
12 N -0.5515 -0.5370 0.0453  0.137
13 H -5.6982 2.0503 0.2994  0.103
14 H 1.6409 2.9959 -0.2641  0.138
15 N 2.8364 1.5835 0.6093  0.073
16 O -5.1550 -2.4771 -0.3835  -0.064
17 H -2.7707 -1.8522 -0.2278  0.128
18 H 8.3316 1.0055 -0.8309  0.121
19 H 3.8652 -0.8935 0.3571  0.126
20 O -6.9883 -0.2658 -0.0750  -0.113
21 C 7.4617 -2.8480 0.3208  -0.153
22 H -6.4580 -3.9061 -0.8602  0.094
23 H -7.1423 -2.6554 0.2071  0.092
24 C -4.7856 -1.1832 -0.1806  -0.186
25 H -3.2712 2.3386 0.4072  0.108
26 C -3.4118 -0.9941 -0.1113  0.063
27 H 7.5877 -3.6320 -0.4430  0.141
28 C 4.8237 -0.4539 0.1340  0.063
29 C -5.6346 -0.0656 -0.0239  -0.186
30 H -7.7355 1.3223 1.0351  0.098
31 C 5.9590 -1.2231 0.1496  -0.191
32 O 0.6673 0.0567 0.1770  0.029
33 C -1.4232 0.4310 0.1715  -0.297
34 O 8.1545 -1.6839 -0.0786  0.042
35 C -5.0635 1.1870 0.1816  -0.012
36 H 6.2789 2.4287 -0.8957  0.120
37 H 2.9166 0.7994 1.2358  0.133
38 C 7.3661 0.6109 -0.5640  0.024
39 H -6.8864 -2.3097 -1.5222  0.096
40 C -2.8568 0.2629 0.1028  -0.171
41 H 7.8669 -3.2072 1.2800  0.141
42 O 6.0908 -2.5472 0.4692  0.040
43 O 3.7358 2.7281 -1.1106  0.075
44 C 3.8066 1.8127 -0.3159  -0.446
45 C 4.9732 0.8895 -0.2398  -0.135

***

Record 3
A molecular structure, C19H17N5PtS2, computed with ωB97M-V/def2-TZVPD.

Maximum force in eV/Å: 0.791
Gap between HOMO and LUMO in eV: 8.156
Energy above the lowest of the compared OMol25 structures with the same formula, charge and spin in kcal per mole: 0.0

Each line ends with the Löwdin charge.
Geometry (Å):
1 C -0.8888 -1.2276 2.3603  -0.225
2 H 6.4328 0.7485 -1.1799  0.077
3 C -2.9591 -1.3639 -0.7662  -0.363
4 H -0.0047 5.5126 1.1741  0.107
5 C -1.2457 -0.6409 3.5332  -0.430
6 C 2.5034 -1.1845 -1.4263  -0.833
7 H -0.7713 -2.2979 2.2570  0.087
8 C -1.7828 -3.3617 -0.5859  -0.139
9 C 6.0056 -0.2422 -1.3283  -0.032
10 H -5.1038 -1.5371 -0.8258  0.112
11 H -3.8058 0.4650 -0.7866  0.106
12 C -0.2541 4.5572 0.7300  -0.069
13 C 3.9879 0.6018 -0.0743  -0.014
14 C -4.1732 -2.0827 -0.7478  -0.014
15 H 4.5959 1.3259 0.4470  0.108
16 H -5.0806 -4.0002 -0.6298  0.110
17 H -0.8768 3.0427 -2.2138  0.111
18 C 4.5375 -0.2569 -1.0306  -0.321
19 C -2.9241 -4.1156 -0.5708  -0.071
20 Pt 0.0282 -1.0686 -0.4680  0.906
21 H 6.5189 -0.9347 -0.6575  0.088
22 N -2.9419 -0.0251 -0.9414  0.158
23 N 1.9204 -0.4173 -0.4660  -0.179
24 C -0.4074 4.4362 -0.6437  -0.072
25 C 2.6406 0.4791 0.1928  -0.088
26 C -0.8795 0.9807 1.7161  -0.535
27 H 6.1789 -0.5745 -2.3489  0.081
28 H -0.2694 3.5047 2.5994  0.092
29 H -1.4669 -1.1173 4.4754  0.061
30 H -2.8626 -5.1911 -0.5043  0.103
31 H -0.2860 5.2825 -1.3050  0.100
32 C -4.1515 -3.4453 -0.6443  -0.067
33 H -2.0899 0.5070 -0.7570  0.034
34 S 1.3073 -2.1841 -2.1971  0.540
35 C -0.4102 3.4409 1.5286  -0.043
36 S -1.3271 1.0582 3.3892  1.010
37 H 2.1164 1.0773 0.9277  0.119
38 H -0.7996 -3.8090 -0.5382  0.094
39 N 3.7989 -1.1383 -1.7047  0.119
40 N -1.7896 -2.0128 -0.6637  -0.094
41 C -0.6636 -0.3037 1.2795  -0.370
42 C -0.7323 3.1889 -1.1486  -0.128
43 C -0.7261 2.2149 0.9346  -0.316
44 N -0.8985 2.1090 -0.3902  0.078

***

Record 4
A molecular structure, C19H18AuCl3GeN2Se3Te, computed with ωB97M-V/def2-TZVPD.

Maximum force in eV/Å: 1.624
Gap between HOMO and LUMO (alpha / beta) in eV: 4.036 / 4.479
Energy above the lowest of the compared OMol25 structures with the same formula, charge and spin in kcal per mole: 49.1
Total charge: +1
Spin multiplicity: 2

Each line ends with the Mulliken spin population.
Geometry (Å):
1 H 0.2558 3.8840 -1.6414  -0.002
2 Cl 1.4235 6.8207 -1.1960  0.000
3 Se 2.2455 -2.6018 -3.3915  0.060
4 Se 4.5527 -0.9077 -0.7385  0.013
5 C -0.2307 -3.4080 -0.7939  -0.008
6 C 0.4644 -4.6393 1.1492  -0.003
7 H -0.9629 2.8710 -2.0863  -0.008
8 H -5.3319 -0.0758 0.4095  0.000
9 H -2.7253 3.0338 1.7713  0.000
10 Te 2.7556 -2.7187 -1.0882  0.073
11 C -2.8850 2.1156 1.2204  0.002
12 Cl 3.8982 6.0825 -2.5453  0.000
13 N 0.0262 3.0683 -2.1977  0.053
14 C -1.8272 1.5217 0.5473  0.019
15 H 0.6404 -5.5773 1.6616  -0.001
16 H -2.0996 -1.7333 -2.8219  0.012
17 H 0.2048 3.2809 -3.1728  -0.004
18 H -4.9692 1.9934 1.7107  0.000
19 C 1.1317 -1.0216 3.1933  -0.002
20 Cl 3.9556 6.9213 0.2448  0.000
21 H -0.4823 -1.5283 -3.5187  -0.004
22 H 1.6532 -2.2523 4.8864  0.000
23 H -1.5892 -0.1531 -3.4082  -0.002
24 C -3.2890 -0.2234 -0.2165  0.003
25 C 3.0310 6.0705 -0.9979  0.000
26 C -2.0174 0.3427 -0.1688  0.037
27 C 0.4586 -2.1908 1.1832  -0.010
28 H -0.1752 -5.5572 -0.6694  0.000
29 H -0.5967 -3.4238 -1.8138  -0.001
30 C -4.3466 0.3690 0.4579  0.002
31 C 0.6913 -3.4300 1.8450  0.002
32 C -1.2480 -1.0566 -2.9036  0.029
33 H -0.8406 1.9751 0.5842  -0.011
34 C 0.7139 -0.9944 1.8913  -0.028
35 C -4.1445 1.5363 1.1804  0.001
36 N 2.5987 3.6073 -0.2834  0.001
37 C 1.3341 -2.2487 3.8530  0.003
38 H 0.5704 -0.0456 1.3881  0.018
39 C 2.8135 4.6919 -0.5895  0.000
40 H -3.4536 -1.1398 -0.7724  -0.003
41 C -0.0282 -2.1993 -0.1578  0.066
42 Ge -0.5481 -0.5570 -1.1251  0.287
43 C 0.0121 -4.6298 -0.1441  0.004
44 Au 1.2022 1.1600 -1.3916  0.252
45 Se 3.4169 0.8612 0.0583  0.153
46 H 1.3016 -4.3733 3.6856  0.000
47 H 1.3056 -0.0947 3.7236  0.001
48 C 1.1339 -3.4257 3.1889  -0.005

***

Record 5
A molecular structure, C19H18BF4N2O4Pt, computed with ωB97M-V/def2-TZVPD.

Maximum force in eV/Å: 1.107
Gap between HOMO and LUMO (alpha / beta) in eV: 6.977 / 6.852
Energy above the lowest of the compared OMol25 structures with the same formula, charge and spin in kcal per mole: 8.5
Total charge: -1
Spin multiplicity: 5

Each line ends with the Mulliken spin population.
Geometry (Å):
1 O 0.7136 -0.9505 2.9877  0.163
2 H 0.3724 4.3162 -2.9797  -0.001
3 C 1.6824 -2.9606 -4.3976  -0.062
4 Pt -1.0993 0.5441 2.0584  1.615
5 H -0.3106 2.1934 -1.9348  0.012
6 C -2.0983 0.2417 4.9169  -0.007
7 H -2.4121 2.4173 3.2179  -0.007
8 C 0.6476 -2.0073 3.5989  0.089
9 B -3.2887 3.0632 0.7262  0.015
10 H 1.8998 -3.0893 -5.4518  -0.003
11 F -4.6500 3.3222 0.9082  0.001
12 H 1.1542 -4.7558 -1.5822  -0.003
13 C 1.4088 1.0989 -2.6135  0.057
14 H -2.2824 -2.2022 3.1247  -0.019
15 H 3.9441 2.4506 -4.4360  -0.002
16 H -2.0022 2.2743 5.5819  0.004
17 H 0.8403 -2.4785 -0.6700  0.018
18 C 1.0800 -2.6208 -1.7170  0.121
19 H 1.7090 -5.0698 -3.9776  0.010
20 C -1.4691 1.6326 4.8844  0.008
21 C 1.5681 -4.0739 -3.5737  0.124
22 O -2.1406 -0.3546 3.7665  0.086
23 N -1.4797 2.1442 3.5097  0.116
24 H 2.4963 4.4533 -4.2607  0.006
25 C 1.2585 -3.8924 -2.2301  -0.067
26 O -2.4824 -0.2085 5.9847  0.010
27 H -0.4400 1.5292 5.2263  0.000
28 H 0.0925 -3.5945 2.0792  0.011
29 F -2.5095 3.8774 1.6036  -0.002
30 C 2.6165 1.1991 -3.3170  0.079
31 N -1.6801 -2.6182 2.4209  0.369
32 C -0.3032 0.1309 0.3032  0.161
33 C 0.6190 2.2507 -2.4909  0.072
34 F -2.8876 3.2481 -0.5971  0.001
35 H -1.6100 -2.0417 1.5945  -0.025
36 H -0.6774 -3.8599 3.7034  0.014
37 C 2.1953 3.5216 -3.7964  0.079
38 C -0.5261 -3.1816 2.8736  0.200
39 C 0.2973 -0.0299 -0.7567  0.261
40 C 3.0021 2.3959 -3.9027  -0.042
41 C 1.5046 -1.6834 -3.8895  0.119
42 C 1.2111 -1.4790 -2.5290  0.007
43 H -0.8980 2.9561 3.3708  -0.006
44 H 3.2709 0.3381 -3.3720  0.004
45 C 0.9835 -0.1551 -1.9662  0.188
46 H 1.5556 -0.8337 -4.5557  0.008
47 F -3.0424 1.6664 1.0984  0.023
48 C 1.0064 3.4431 -3.0814  -0.042
49 O 1.1602 -2.5674 4.5392  0.237

***

- energy above the lowest of the compared OMol25 structures with the same formula, charge and spin of number 4 (C19H18AuCl3GeN2Se3Te)?
  49.1 kcal per mole

***

- Number 2 is which compound?
  C19H17N3O6

***

- Which of these has the highest maximum force?
  C19H18AuCl3GeN2Se3Te